Record 1
DFT (ωB97M-V/def2-TZVPD) results for a structure of composition C26H20CrNO6SSb.

XYZ file:
```
56
C26H20CrNO6SSb | the OMol25 dataset | ωB97M-V/def2-TZVPD
C 0.131 0.069 -3.186
H 3.601 0.644 -4.763
C 0.376 2.696 1.368
C 2.626 0.483 -4.324
C -3.611 -3.982 -3.259
C 3.298 -6.393 -3.271
N -1.406 1.235 0.662
C 1.597 1.384 -4.561
C 3.147 -5.307 -4.121
H 1.770 2.249 -5.187
C -3.127 -0.454 0.526
C 1.965 -4.123 -2.393
H 3.399 0.424 0.186
H -0.453 1.879 -4.170
C -1.773 3.571 0.395
O -4.280 -0.738 0.268
C -1.227 -4.286 -3.140
H 2.896 -7.194 -1.322
H -1.380 4.574 0.457
C 1.161 -0.833 -2.946
H 1.724 -5.170 -0.533
C 2.609 -0.261 -0.168
C -3.091 3.323 0.021
C -2.686 1.004 0.369
H 1.794 3.914 1.455
C -3.494 -2.792 -2.556
H -2.567 -5.660 -4.092
C -0.971 2.497 0.733
C -2.243 -2.350 -2.156
H -3.741 4.143 -0.251
C 2.781 -6.346 -1.985
H -4.587 -4.337 -3.563
O 0.813 1.975 2.218
O 1.416 0.137 0.052
H -4.589 1.767 -0.186
C 0.351 1.179 -3.990
H -0.853 -0.085 -2.763
H 3.548 -5.343 -5.126
C -3.564 2.025 0.038
C 2.477 -4.172 -3.686
H 2.342 -3.342 -4.367
C -2.479 -4.726 -3.552
C -1.097 -3.087 -2.444
C 2.117 -5.211 -1.542
O 2.942 -1.284 -0.767
O -2.182 -1.217 0.939
Cr -0.317 -0.599 0.731
O 0.967 3.831 0.955
Sb 0.814 -2.505 -1.700
H -2.182 -1.436 -1.576
H 3.818 -7.278 -3.613
C 2.415 -0.618 -3.507
H -4.374 -2.222 -2.290
H -0.356 -4.887 -3.367
H 3.238 -1.284 -3.285
S 0.567 -2.836 0.579
```

Calculated values
2S+1	5
<S²>	6.015
highest occupied orbital energy (spin up / spin down)	-8.20 / -8.50	eV
orbital gap (spin up / spin down)	7.72 / 7.92	eV
molecular weight	648.270	g mol⁻¹
energy above the lowest of the compared OMol25 structures with the same formula, charge and spin	24.0	kJ/mol
strongest force on any atom	0.426	eV/A
calculated total energy	-86858.3103	eV

Atom charges from the Mulliken analysis, given in e for atoms 1 to 5: atom 1 (C): -0.54, atom 2 (H): 0.40, atom 3 (C): 0.01, atom 4 (C): -0.74, atom 5 (C): -0.57

=====

Record 2
DFT (ωB97M-V/def2-TZVPD) results for a structure of composition C26H20IrN5O8.

XYZ file:
```
60
C26H20IrN5O8 | the OMol25 dataset | ωB97M-V/def2-TZVPD
C 2.893 -0.075 -1.316
O -0.730 -0.036 1.251
C 0.932 -2.714 0.247
C 0.986 1.614 3.982
C -1.027 3.560 -1.686
H 1.312 -3.732 0.100
C -0.629 -2.869 -1.646
C -3.197 -0.982 -3.417
C 3.904 -0.995 -1.024
C -0.812 -0.482 7.572
H -1.106 -3.845 -1.803
C -2.370 1.278 -3.706
O -3.207 3.599 -0.123
H 3.675 -2.909 -0.088
C 0.138 0.739 3.316
H 1.730 2.295 5.902
O -1.357 4.571 -2.212
O -0.049 2.814 -1.576
C -1.480 -1.832 -2.310
C 4.507 1.392 -2.222
H 4.776 2.330 -2.688
H -3.718 2.564 -4.735
C 3.185 1.144 -1.915
C -0.556 -0.166 5.380
C -0.658 -0.180 4.015
C 5.237 -0.748 -1.327
C -2.204 -0.018 -3.224
H -1.322 -0.848 3.489
H -0.401 -1.309 8.157
H -0.904 -1.830 0.148
N -1.144 -0.583 -2.533
O 0.195 0.509 7.394
N 3.255 -2.061 -0.427
H -1.675 -0.032 8.076
N 1.676 -0.592 -0.899
H 0.325 -2.892 -2.185
C 5.516 0.461 -1.935
H 1.572 2.305 3.394
C 1.928 -1.764 -0.373
H -1.602 2.026 -3.566
C 0.060 0.774 1.832
H -5.456 0.863 -5.051
C 1.078 1.616 5.373
H -3.147 -3.029 -2.774
H 0.919 -2.538 1.326
H -5.155 -1.448 -4.217
H 6.019 -1.459 -1.098
C -4.544 0.592 -4.538
N -2.696 -2.133 -2.834
O -1.206 -0.957 6.294
O 0.749 1.574 1.163
N -0.416 -2.631 -0.232
C -2.552 2.713 -0.556
H 2.405 1.867 -2.113
O -2.392 1.514 -0.644
H 6.539 0.699 -2.193
C 0.290 0.712 6.045
Ir -0.152 0.698 -0.836
C -3.550 1.565 -4.358
C -4.387 -0.700 -4.076
```

Calculated values
2S+1	5
<S²>	6.009
highest occupied orbital energy (spin up / spin down)	-7.17 / -8.05	eV
orbital gap (spin up / spin down)	7.34 / 7.55	eV
molecular weight	722.690	g mol⁻¹
energy above the lowest of the compared OMol25 structures with the same formula, charge and spin	0.0	kJ/mol
strongest force on any atom	0.521	eV/A
calculated total energy	-53955.0360	eV

Atom charges from the Mulliken analysis, given in e for atoms 1 to 5: atom 1 (C): 0.60, atom 2 (O): -1.15, atom 3 (C): -1.14, atom 4 (C): -0.53, atom 5 (C): 0.48

=====

Q: Which value of molecular weight does entry 2 give?
A: 722.690 g mol⁻¹